{"formula": "C8H22AlClLuSi", "method": "ωB97M-V/def2-TZVPD", "species": ["Lu", "Cl", "C", "C", "H", "H", "H", "H", "H", "H", "Al", "C", "C", "H", "H", "H", "H", "H", "C", "Si", "C", "C", "C", "H", "H", "H", "H", "H", "H", "H", "H", "H", "H", "H"], "xyz": [[0.2297, -1.2002, -3.6125], [0.6177, 0.9639, -2.3365], [-0.8815, -0.0786, -5.2329], [1.9845, -0.9150, -4.8271], [-0.5543, -0.5177, -6.1965], [-1.9779, -0.0640, -5.2522], [-0.5218, 0.9608, -5.2688], [1.9419, -1.2270, -5.8705], [2.9397, -1.2783, -4.4750], [2.1131, 0.1511, -4.9311], [-0.4209, 0.2197, -0.2127], [-2.0626, 1.1527, -0.8607], [-0.5571, -1.7403, -0.1698], [-2.4677, 0.6408, -1.7667], [-2.8940, 1.1467, -0.1101], [-1.8466, 2.2037, -1.1275], [0.2545, -2.4440, 0.0513], [-1.4696, -2.3455, -0.0453], [1.2419, -1.2879, 3.2885], [0.3172, 0.3552, 3.0663], [-1.4970, -0.0392, 3.3412], [0.9147, 1.5516, 4.4221], [0.6175, 0.9440, 1.3252], [1.0785, -1.7622, 4.2671], [2.3378, -1.1830, 3.1917], [0.8887, -2.0449, 2.5748], [-1.6691, -0.4179, 4.3651], [-2.0971, 0.8853, 3.2192], [-1.8389, -0.8402, 2.6631], [2.0041, 1.7100, 4.3689], [0.3465, 2.4915, 4.3532], [0.7040, 1.1566, 5.4249], [1.6913, 0.7861, 1.0917], [0.5331, 2.0661, 1.2816]], "lowdin_charge": [1.228, 0.107, -0.392, -0.420, -0.048, -0.050, -0.040, -0.037, -0.046, -0.043, -0.108, -0.264, -0.251, -0.013, -0.009, -0.021, -0.140, -0.124, -0.199, 0.407, -0.205, -0.205, -0.341, 0.015, 0.024, 0.016, 0.021, 0.031, 0.027, 0.022, 0.018, 0.014, 0.009, 0.015], "total_charge": -1, "e_lumo_ha": 0.086, "orbital_gap_ev": 4.88, "fmax_ev_per_a": 2.8, "spin_multiplicity": 1, "total_energy_ha": -2545.68748}

***

{"formula": "C6H10N5", "method": "ωB97M-V/def2-TZVPD", "species": ["C", "C", "C", "C", "C", "C", "N", "N", "N", "N", "N", "H", "H", "H", "H", "H", "H", "H", "H", "H", "H"], "xyz": [[3.0080, -1.0651, -0.6289], [4.0704, -0.1980, -0.2902], [1.8747, -0.4985, -0.0084], [0.5465, -0.7925, 0.2742], [-1.6936, -1.5698, 0.4333], [-1.9522, -0.0103, 0.7567], [3.6986, 0.7828, 0.4938], [-0.2427, -1.6925, 0.2532], [2.3928, 0.6036, 0.7310], [-0.6386, 0.6773, 0.6538], [-0.4659, 1.4955, -0.5971], [3.0581, -2.0621, -1.0713], [5.0768, -0.4017, -0.4899], [-1.9363, -2.4049, 1.1817], [-2.2393, -1.8311, -0.5032], [-2.7137, 0.4192, 0.2090], [-2.2813, 0.0284, 1.8619], [1.9841, 1.1908, 1.4489], [-0.4751, 2.5949, -0.4983], [-1.0789, 1.3789, -1.4004], [0.5574, 1.2672, -0.9489]], "lowdin_charge": [0.041, -0.126, -0.212, -0.115, -0.114, -0.152, 0.071, 0.114, 0.025, -0.055, 0.108, 0.126, 0.103, 0.146, 0.120, 0.076, 0.143, 0.162, 0.212, 0.149, 0.180], "total_charge": 1, "e_lumo_ha": -0.139, "orbital_gap_ev": 9.71, "fmax_ev_per_a": 4.5, "de_lowest_ev": 4.3103, "spin_multiplicity": 1, "total_energy_ha": -508.01209}

***

{"formula": "C47H57F6N5O2SbTi", "method": "ωB97M-V/def2-TZVPD", "species": ["Ti", "C", "C", "C", "C", "C", "C", "C", "C", "C", "C", "C", "C", "N", "C", "C", "N", "C", "C", "C", "C", "C", "C", "C", "C", "C", "C", "C", "C", "C", "C", "C", "C", "C", "C", "C", "C", "C", "C", "H", "H", "H", "H", "H", "H", "H", "H", "H", "H", "H", "H", "H", "H", "H", "H", "H", "H", "H", "H", "H", "H", "H", "H", "H", "H", "H", "H", "H", "H", "H", "H", "H", "H", "H", "H", "H", "H", "H", "H", "F", "Sb", "F", "F", "F", "F", "F", "O", "C", "N", "C", "O", "C", "C", "C", "C", "N", "C", "H", "H", "H", "H", "H", "H", "H", "H", "C", "C", "C", "C", "N", "H", "H", "H", "H", "H", "H", "H", "H", "H"], "xyz": [[9.0177, 12.9391, 12.4989], [16.3284, 13.7722, 12.8092], [17.5146, 14.1264, 11.9014], [17.8256, 15.6391, 11.8133], [17.3672, 13.4752, 10.5288], [18.3003, 12.5261, 10.2692], [18.3821, 11.7308, 9.1493], [17.3311, 11.8746, 8.2215], [16.3128, 12.8076, 8.4037], [15.1129, 12.9233, 7.4744], [15.0850, 14.1169, 6.5123], [13.7113, 12.6985, 8.0612], [16.3433, 13.5880, 9.5669], [15.3551, 14.5423, 9.8334], [15.5048, 15.6472, 9.3063], [14.4823, 16.7402, 9.5359], [13.4286, 16.5260, 10.1597], [12.4621, 17.5831, 10.1977], [11.7551, 17.8068, 8.9933], [10.7704, 18.7793, 8.9163], [10.5714, 19.6432, 10.0183], [11.2351, 19.3980, 11.1934], [12.1645, 18.3073, 11.3755], [12.7010, 18.0447, 12.8179], [11.6380, 17.3509, 13.6372], [14.0025, 17.2844, 12.8884], [11.8464, 16.8409, 7.8488], [11.6721, 17.3849, 6.4259], [10.7323, 15.7413, 8.0951], [14.9874, 17.9750, 8.8932], [14.5583, 19.2820, 8.8093], [15.3413, 20.2507, 8.1418], [16.6003, 19.9116, 7.6870], [17.0637, 18.5595, 7.6714], [18.3761, 18.1032, 7.2503], [18.7202, 16.8038, 7.4343], [17.8621, 15.9009, 8.1308], [16.6558, 16.2516, 8.4820], [16.2267, 17.6268, 8.3058], [16.4183, 14.2159, 13.7592], [16.2419, 12.6606, 12.9528], [15.4373, 14.0529, 12.3042], [18.3539, 13.6805, 12.3048], [17.0553, 16.1542, 11.2442], [18.7773, 15.8234, 11.3062], [17.7939, 16.1629, 12.7731], [19.0968, 12.3674, 10.9521], [19.1730, 11.0378, 8.9859], [17.3466, 11.2666, 7.2989], [15.1209, 12.0627, 6.8136], [14.8685, 15.0458, 6.9751], [14.3094, 13.9694, 5.7823], [16.0052, 14.1577, 5.9252], [13.3765, 13.5686, 8.5739], [13.6336, 11.9002, 8.7739], [13.0018, 12.4108, 7.2704], [10.1263, 18.8953, 8.0651], [9.8217, 20.4228, 9.9525], [11.0259, 20.0188, 12.0477], [12.8219, 19.0308, 13.3521], [11.3494, 16.3990, 13.1397], [10.7309, 17.8988, 13.5537], [11.9559, 17.2127, 14.6923], [13.8673, 16.2318, 12.6197], [14.4186, 17.3282, 13.9403], [14.8024, 17.7106, 12.2559], [12.8112, 16.3109, 7.8018], [10.7352, 17.9255, 6.3190], [11.6529, 16.4725, 5.7938], [12.5195, 17.9459, 6.0924], [9.7359, 16.2165, 8.1418], [10.8525, 15.1741, 9.0324], [10.7621, 15.0021, 7.2715], [13.5777, 19.5879, 9.2490], [14.9070, 21.2301, 7.9792], [17.2435, 20.6654, 7.2396], [19.1085, 18.8284, 6.9135], [19.6359, 16.4059, 7.0622], [18.3091, 14.9616, 8.4466], [8.4183, 14.6473, 13.0098], [8.2568, 13.7065, 8.5187], [7.9110, 11.8280, 13.3549], [7.6507, 13.5946, 6.6765], [8.9900, 13.3108, 10.5481], [9.4548, 12.2052, 8.0921], [6.9453, 12.3172, 9.1958], [5.7091, 6.9500, 7.3896], [6.5915, 7.9961, 7.0127], [7.1459, 8.5904, 8.2165], [8.2168, 7.9181, 8.7795], [8.4376, 6.7377, 8.5590], [9.1372, 8.7766, 9.6191], [10.4460, 8.3071, 9.7464], [11.2196, 9.0302, 10.6212], [10.7269, 10.1074, 11.3296], [9.4747, 10.5706, 11.2091], [8.6943, 9.8629, 10.3533], [6.0477, 6.6593, 8.2430], [6.0147, 8.6813, 6.3867], [7.4160, 7.5506, 6.4679], [6.9914, 9.6103, 8.3360], [10.6990, 7.3947, 9.2148], [12.2226, 8.7143, 10.8358], [11.3859, 10.6296, 11.9958], [7.6899, 10.2341, 10.2448], [11.6843, 13.6096, 15.1186], [11.4274, 12.4252, 14.1792], [12.9058, 12.0149, 13.7686], [10.8320, 11.3158, 15.0444], [10.5539, 12.6923, 13.0951], [12.0993, 13.3302, 16.1059], [10.6962, 13.9424, 15.3479], [12.1788, 14.4696, 14.6163], [13.5001, 11.9685, 14.6942], [13.3671, 12.7605, 13.0584], [12.9094, 11.0645, 13.2625], [11.5109, 10.9340, 15.8734], [10.5509, 10.4659, 14.4693], [9.9323, 11.7616, 15.4740]], "lowdin_charge": [1.005, -0.045, -0.338, -0.036, -0.144, -0.075, -0.066, -0.027, -0.131, -0.343, -0.047, -0.053, -0.162, 0.222, -0.168, -0.196, 0.208, -0.154, -0.180, -0.031, -0.081, -0.048, -0.082, -0.387, -0.076, -0.095, -0.349, -0.060, -0.113, -0.065, 0.012, -0.057, -0.024, -0.133, -0.016, -0.053, -0.024, -0.084, -0.062, 0.060, 0.103, 0.042, 0.086, 0.054, 0.080, 0.077, 0.103, 0.089, 0.116, 0.119, 0.043, 0.074, 0.086, 0.049, 0.076, 0.091, 0.101, 0.098, 0.103, 0.141, 0.099, 0.061, 0.095, 0.070, 0.096, 0.075, 0.111, 0.068, 0.087, 0.066, 0.048, 0.069, 0.070, 0.120, 0.104, 0.107, 0.109, 0.097, 0.119, -0.496, 1.620, -0.432, -0.565, -0.598, -0.485, -0.512, -0.059, -0.243, 0.088, -0.424, 0.061, -0.114, 0.004, -0.053, -0.110, 0.072, -0.063, 0.070, 0.129, 0.113, 0.145, 0.121, 0.099, 0.070, 0.102, -0.078, -0.723, -0.062, -0.069, -0.156, 0.085, 0.061, 0.074, 0.072, 0.081, 0.039, 0.097, 0.056, 0.079], "total_charge": -1, "e_lumo_ha": 0.049, "orbital_gap_ev": 6.94, "fmax_ev_per_a": 5.1, "de_lowest_ev": 2.0366, "spin_multiplicity": 1, "total_energy_ha": -3938.67652}

***

{"formula": "C25H74N2O11", "method": "ωB97M-V/def2-TZVPD", "species": ["C", "O", "C", "C", "C", "N", "H", "H", "H", "H", "H", "H", "H", "H", "H", "H", "H", "C", "O", "C", "C", "C", "N", "H", "H", "H", "H", "H", "H", "H", "H", "H", "H", "H", "C", "C", "C", "O", "H", "H", "H", "H", "H", "H", "H", "H", "C", "C", "C", "O", "H", "H", "H", "H", "H", "H", "H", "H", "C", "C", "C", "O", "H", "H", "H", "H", "H", "H", "H", "H", "C", "C", "C", "O", "H", "H", "H", "H", "H", "H", "H", "H", "C", "O", "H", "H", "H", "H", "C", "O", "H", "H", "H", "H", "C", "O", "H", "H", "H", "H", "C", "O", "H", "H", "H", "H", "C", "O", "H", "H", "H", "H"], "xyz": [[28.1407, 18.6151, -14.8832], [27.2212, 19.5863, -15.2732], [27.0633, 20.6564, -14.3282], [25.9722, 21.6065, -14.8380], [26.4371, 22.5435, -16.0065], [25.5243, 22.5108, -13.7683], [29.1187, 19.0905, -14.8085], [28.3533, 17.9238, -15.6987], [27.7879, 17.9782, -14.0720], [26.8231, 20.2059, -13.3652], [28.0091, 21.1850, -14.2090], [25.1454, 20.9336, -15.0654], [26.9746, 22.0223, -16.7987], [27.0823, 23.3393, -15.6345], [25.5065, 22.8207, -16.5019], [26.3444, 23.0182, -13.4683], [25.1162, 22.0646, -12.9593], [15.9167, 18.8900, -20.4193], [15.4924, 17.9852, -21.4328], [15.6535, 16.7151, -20.8245], [14.9752, 15.6411, -21.7302], [13.4975, 15.6783, -21.9239], [15.2487, 14.2514, -21.3496], [15.6679, 19.8865, -20.7842], [17.0049, 18.9519, -20.4258], [15.4209, 18.7684, -19.4562], [16.7050, 16.4824, -20.6559], [15.2219, 16.6955, -19.8238], [15.5357, 15.7374, -22.6601], [13.0932, 14.8514, -22.5078], [13.2906, 16.6140, -22.4432], [12.9460, 15.8090, -20.9928], [15.1554, 13.7382, -22.2145], [16.2518, 14.1689, -21.2658], [15.3752, 22.4643, -12.2504], [16.8985, 22.7266, -12.5041], [17.4183, 21.9161, -13.7062], [17.0251, 24.1024, -12.7812], [14.7239, 22.8107, -13.0528], [15.0567, 22.8992, -11.3030], [15.2376, 21.3874, -12.1530], [17.4651, 22.4407, -11.6179], [16.9719, 20.9243, -13.6343], [18.4917, 21.7290, -13.6731], [17.0930, 22.4293, -14.6112], [17.8817, 24.4055, -13.0909], [20.4697, 19.5556, -25.5184], [20.1820, 20.9596, -26.1144], [21.4041, 21.5691, -26.7596], [19.1410, 20.7040, -26.9971], [21.2689, 19.5789, -24.7776], [20.8025, 18.8327, -26.2632], [19.5590, 19.1543, -25.0739], [19.8423, 21.5630, -25.2726], [21.1047, 22.4958, -27.2492], [21.8808, 20.9448, -27.5153], [22.1229, 21.8287, -25.9823], [18.2935, 20.4831, -26.6037], [22.8566, 15.1550, -12.5482], [21.9170, 16.2276, -13.0299], [20.6499, 15.7723, -13.7491], [21.5367, 16.9600, -11.9164], [22.4079, 14.3976, -11.9054], [23.6767, 15.5728, -11.9644], [23.1620, 14.6575, -13.4687], [22.4609, 16.8518, -13.7388], [20.8773, 15.3174, -14.7132], [19.9802, 16.6203, -13.8924], [20.1215, 14.9330, -13.2969], [20.6214, 16.8213, -11.6626], [27.3396, 12.6611, -19.3311], [26.3166, 11.9917, -18.4399], [25.0084, 12.8002, -18.2672], [26.0817, 10.7010, -19.0036], [28.0328, 11.9048, -19.6994], [27.9347, 13.4260, -18.8323], [26.8966, 13.0214, -20.2596], [26.5531, 11.8837, -17.3814], [24.6802, 13.0984, -19.2629], [25.1354, 13.7321, -17.7164], [24.2790, 12.2283, -17.6936], [26.8609, 10.1653, -18.8378], [20.5045, 25.0336, -19.2254], [20.8302, 24.4711, -20.5039], [19.8471, 25.8997, -19.3019], [19.9972, 24.3072, -18.5906], [21.4232, 25.3508, -18.7320], [20.6683, 25.1558, -21.1570], [28.4267, 18.4923, -21.0647], [27.7646, 19.5008, -21.8474], [29.2341, 18.0965, -21.6808], [28.8172, 18.8109, -20.0983], [27.7015, 17.7214, -20.8042], [26.8688, 19.6688, -21.5458], [26.3009, 25.3338, -23.1952], [26.2206, 26.6926, -23.3550], [25.2940, 24.9165, -23.1968], [26.7761, 24.9250, -24.0869], [26.8072, 25.1102, -22.2562], [26.0272, 26.8893, -24.2745], [22.4419, 19.5227, -19.3919], [22.9432, 20.3657, -20.3970], [23.1630, 18.8623, -18.9103], [22.1090, 20.1226, -18.5448], [21.6360, 18.8604, -19.7080], [22.3966, 21.1521, -20.4627], [20.4688, 13.5553, -22.9037], [20.0196, 12.7676, -21.8312], [21.2638, 14.2038, -22.5357], [20.7948, 12.9099, -23.7194], [19.6970, 14.2309, -23.2726], [20.4980, 11.9372, -21.7765]], "lowdin_charge": [-0.136, -0.197, -0.205, -0.413, -0.046, 0.021, 0.088, 0.081, 0.089, 0.118, 0.121, 0.135, 0.069, 0.075, 0.072, 0.062, 0.067, -0.121, -0.165, -0.210, -0.442, -0.072, 0.017, 0.084, 0.088, 0.091, 0.121, 0.117, 0.130, 0.080, 0.075, 0.084, 0.066, 0.058, -0.050, -0.481, -0.063, -0.063, 0.079, 0.072, 0.068, 0.126, 0.068, 0.072, 0.083, 0.089, -0.066, -0.514, -0.053, -0.051, 0.071, 0.077, 0.070, 0.130, 0.077, 0.084, 0.082, 0.095, -0.062, -0.529, -0.060, -0.048, 0.080, 0.081, 0.078, 0.132, 0.076, 0.082, 0.080, 0.088, -0.060, -0.494, -0.056, -0.058, 0.072, 0.079, 0.082, 0.126, 0.073, 0.076, 0.077, 0.084, -0.156, -0.130, 0.075, 0.073, 0.073, 0.067, -0.153, -0.129, 0.078, 0.067, 0.070, 0.067, -0.199, -0.116, 0.072, 0.079, 0.086, 0.079, -0.184, -0.111, 0.074, 0.074, 0.072, 0.073, -0.174, -0.126, 0.073, 0.079, 0.074, 0.075], "smiles": "COC[C@H](C)N.COC[C@H](C)N.CC(C)O.CC(C)O.CC(C)O.CC(C)O.CO.CO.CO.CO.CO", "total_charge": 0, "e_lumo_ha": 0.001, "orbital_gap_ev": 9.42, "fmax_ev_per_a": 3.0, "de_lowest_ev": 4.2857, "spin_multiplicity": 1, "total_energy_ha": -1933.78970}